The following is a quantum chemistry calculation of a cluster of 5 separate species, C25H45N5O8S in total, from OMol25.

```
84
Properties=species:S:1:pos:R:3:lowdin_charge:R:1
S 0.1355 -2.5076 -0.7934 0.87
O -0.8338 1.1670 2.7668 -0.07
O 0.1842 -3.8375 -1.6415 -0.38
O -5.1378 -0.4158 2.0331 0.00
O 4.7593 4.8732 -2.4338 -0.02
O -2.8030 3.4623 0.1535 -0.01
O 1.7210 -1.8288 -0.9197 -0.31
O -0.3179 -2.7685 0.6625 -0.36
O -1.8363 -8.5949 2.1407 -0.01
N 0.9977 -0.0786 1.6921 0.03
N -4.4165 -1.6312 3.8663 -0.21
N -3.4813 4.5450 2.0838 -0.20
N -0.3787 -7.2002 1.0056 -0.21
N 4.8261 4.4665 -4.7116 -0.21
C 4.4835 2.5606 -0.3823 -0.08
C -2.6218 3.7830 1.3217 -0.32
C 2.1681 -1.7828 -2.3203 -0.21
C -0.9920 -1.2704 -1.7161 -0.28
C -0.3740 -1.2334 -3.2690 -0.19
C -3.1949 4.8824 3.4626 -0.06
C -1.4868 0.3587 0.4394 -0.08
C -0.0826 -5.8641 0.5319 -0.08
C 1.7540 2.3548 0.4942 -0.01
C 5.1324 4.9670 -6.0355 -0.07
C 0.5620 -8.2654 0.7265 -0.05
C -0.8155 0.2538 -1.0528 -0.16
C 4.3225 3.1157 -4.5740 -0.05
C 2.9878 3.2152 -0.2253 -0.05
C -5.3525 -0.9598 3.1094 -0.33
C -4.7499 -2.2496 5.1327 -0.07
C 1.2281 -0.8931 -3.3253 -0.17
C 4.8103 1.0368 0.2215 -0.06
C 4.9983 5.2340 -3.5797 -0.31
C -1.5259 -7.4900 1.7125 -0.33
C -0.3990 0.5019 1.6722 -0.26
C -4.7111 5.0241 1.4876 -0.05
C -3.0551 -1.7219 3.3809 -0.05
C 3.5699 0.2029 0.9300 -0.03
C 2.0253 0.8320 1.0564 -0.16
H -2.1200 -1.6102 -1.6901 0.16
H -0.5777 -2.3129 -3.7258 0.12
H -2.2394 4.4581 3.7826 0.09
H 1.4179 -7.8866 0.1616 0.09
H 5.0054 2.5446 -3.9377 0.09
H 5.8978 4.3290 -6.4868 0.09
H -2.2084 1.2791 0.4624 0.10
H 0.2990 0.6035 -1.1246 0.10
H -5.8059 -2.1051 5.3766 0.08
H 0.0556 -9.0454 0.1500 0.09
H -2.1543 -0.6162 0.5963 0.13
H 5.5018 5.9953 -5.9931 0.09
H 2.8413 4.3085 -0.6651 0.09
H 4.2241 4.9368 -6.6443 0.09
H -4.4676 5.6433 0.6189 0.09
H -2.1711 -6.6103 1.8694 0.13
H 0.0089 -5.8871 -0.5579 0.07
H 0.9053 -8.6938 1.6731 0.09
H -1.7184 3.4710 1.8704 0.12
H 0.8626 -5.5338 0.9724 0.09
H 3.7624 -0.8858 1.3736 0.09
H 5.3885 3.1003 -0.9097 0.07
H 1.2847 -0.4257 2.6338 0.14
H -1.4318 0.9851 -1.7666 0.14
H 4.2393 2.6332 -5.5514 0.09
H -3.9936 4.4872 4.0970 0.09
H -0.8732 -5.1622 0.8109 0.07
H -0.9893 -0.4507 -3.9239 0.13
H 3.2359 -1.2490 -2.3069 0.15
H 2.3792 -2.8839 -2.6867 0.14
H 0.6753 2.8496 0.5688 0.09
H 3.3396 3.1495 -4.0945 0.09
H 5.8645 0.5324 0.1624 0.07
H 5.3851 6.2431 -3.7961 0.13
H 1.5837 -1.1599 -4.4334 0.13
H -3.0567 -2.2248 2.4091 0.09
H -5.2867 5.6107 2.2085 0.09
H -3.1546 5.9712 3.5595 0.09
H -4.5395 -3.3212 5.0695 0.09
H -5.3026 4.1663 1.1540 0.09
H 1.4086 0.2668 -3.2149 0.12
H -2.4310 -2.2802 4.0837 0.09
H -2.6545 -0.7117 3.2540 0.08
H -4.1354 -1.8009 5.9184 0.09
H -6.3542 -0.9502 3.5690 0.13
```

Computed properties:
HOMO-LUMO gap (eV): 8.2
SMILES: O=C(CC[C@H]1CCCOS1(=O)=O)Nc1ccccc1.CN(C)C=O.CN(C)C=O.CN(C)C=O.CN(C)C=O
LUMO energy (eV): 0.191
F_max (Eh/bohr): 0.15219
M (g mol⁻¹): 575.729
E_tot (Ha): -2253.0062
Highest occupied orbital energy (eV): -7.97

The following is a quantum chemistry calculation of a structure of composition C25H46AlCl12N2OS, from OMol25.

```
88
Properties=species:S:1:pos:R:3:lowdin_charge:R:1
Cl 6.9951 3.8048 -1.4167 0.54
Cl 5.2574 1.0067 5.6022 0.53
Cl -3.9484 4.4281 5.0165 0.53
Cl 4.9999 3.4020 3.1789 0.55
Cl -1.9372 0.7207 -7.7507 0.52
Cl -2.3906 -3.3151 4.6469 0.56
Cl -0.4901 1.0765 -4.6758 0.60
Cl -4.3588 1.8491 2.8129 0.74
Cl -5.2345 -2.8331 -7.8466 0.54
Cl -1.9759 -3.3178 -6.9397 0.63
Cl -3.8377 -3.6709 1.5720 0.63
Cl 7.9650 4.9402 1.6568 0.57
S 0.0849 -4.0460 -0.9697 0.27
Al 0.7471 -2.1727 0.2496 -0.02
O 4.8630 -1.6722 1.6542 -0.11
N 3.2965 0.0487 0.7833 -0.22
N -0.4914 -0.6380 -2.0264 -0.13
C 6.4627 2.9542 4.0908 -0.67
C 2.5787 0.7913 1.8877 -0.09
C 2.5897 -2.6370 1.0184 -0.18
C -2.7933 -3.9645 -8.3840 -0.63
C -1.2370 -0.5320 2.0182 -0.25
C 3.6323 -1.3792 1.1493 -0.30
C -0.5893 -2.0219 1.7984 -0.30
C -2.4503 -0.1608 0.9439 -0.11
C -4.7911 2.8880 5.3155 -0.67
C -3.8343 -3.0032 -8.9339 -0.66
C -4.1455 1.7270 4.5769 -0.60
C -3.0196 1.4012 1.0432 -0.26
C 4.4756 0.8118 0.2240 -0.13
C -3.0847 -1.2121 -0.1508 -0.07
C 0.7209 -0.6121 -1.0807 -0.34
C -4.2862 -0.6602 -1.1482 -0.09
C -2.1057 0.4156 -5.0290 -0.62
C 6.5041 1.4704 4.4177 -0.65
C 6.5648 5.3610 -0.6650 -0.66
C -2.1390 -0.3499 -6.3416 -0.73
C -4.8624 0.8931 -1.0096 -0.10
C -4.2433 1.9594 0.0982 -0.17
C -4.0395 -4.7415 2.9811 -0.64
C 7.6904 5.9159 0.1924 -0.65
C -4.0062 -3.9760 4.2937 -0.66
H 7.4385 6.9266 0.5283 0.07
H -5.8403 3.0138 5.0305 0.07
H -1.7617 -0.5367 3.0877 0.09
H -0.4660 -1.5095 -2.6134 0.03
H -4.7517 2.7100 6.3948 0.07
H -3.0732 1.6631 4.7855 0.08
H 1.6648 -0.7436 -1.7999 0.06
H 5.6495 5.2153 -0.0832 0.07
H -1.3575 -1.1148 -6.3819 -0.01
H -0.4351 0.3308 2.0676 0.08
H 2.4025 -3.0792 2.1065 0.08
H -2.6618 -2.3239 -0.2500 0.03
H 5.3962 0.8823 0.9430 0.07
H 7.4716 1.2142 4.8606 0.07
H -3.4135 -2.0073 -9.1043 0.06
H -3.1074 -0.8463 -6.4581 0.03
H -4.6439 3.0652 0.2160 0.07
H -1.2264 -3.6711 -1.3983 -0.22
H -1.4790 -2.7963 1.6569 -0.01
H 3.1094 -3.4705 0.3481 0.08
H -4.7733 -1.3340 -1.9740 0.06
H 6.3423 6.0554 -1.4812 0.07
H 3.1009 1.7815 2.2335 0.04
H -3.2580 -5.5064 2.9408 0.07
H 4.0733 1.9082 -0.0219 0.10
H 7.3199 3.2211 3.4648 0.00
H -5.7398 1.3145 -1.6988 0.07
H -0.0301 -2.3361 2.7850 0.05
H 1.5199 1.1099 1.4370 0.08
H 0.8511 0.4591 -0.5711 0.05
H -2.0164 -4.1403 -9.1346 0.07
H -2.8198 1.2450 -5.0276 0.07
H -3.2359 -4.9298 -8.1199 0.07
H -2.3615 -0.2538 -4.2016 0.07
H 4.8284 0.3752 -0.8296 0.11
H -4.2183 -3.3771 -9.8882 0.07
H 2.4705 0.0426 2.7949 0.12
H -4.6092 0.7853 4.8868 0.07
H -0.4789 0.2030 -2.6455 -0.06
H 6.4997 3.5678 4.9963 0.07
H -5.0079 -5.2379 2.8646 0.07
H -4.2621 -4.6454 5.1211 0.07
H 8.6322 5.9678 -0.3628 0.07
H 6.3666 0.8566 3.5223 0.07
H -4.7203 -3.1466 4.2951 0.07
H -2.5245 2.1436 1.8236 0.06
```

Computed properties:
HOMO-LUMO gap (eV): 6.4
Charge: -1
LUMO energy (eV): 2.046
F_max (Eh/bohr): 0.14532
M (g mol⁻¹): 875.141
E_tot (Ha): -7327.4886
Highest occupied orbital energy (eV): -4.38

The following is a quantum chemistry calculation of a cluster of 2 separate species, C25H46Br2ClF3N2O4PS in total, from OMol25.

```
85
Properties=species:S:1:pos:R:3:lowdin_charge:R:1
Br -0.3234 -1.3636 3.9237 0.82
Br -4.2184 -3.0456 2.1488 0.96
Cl -5.6565 0.8912 -1.1447 0.72
S -2.6954 -3.6701 -2.4005 0.30
P -1.8201 -2.9830 -0.7939 0.52
F -0.3152 5.1925 1.4807 0.20
F -3.1031 5.4839 2.1496 0.12
F -0.3020 4.0237 3.3180 0.17
O 6.5211 -0.8584 2.1133 -0.19
O -6.0808 -2.7363 -2.5688 -0.07
O -5.3646 -0.3536 1.0533 0.04
O -0.3892 0.0732 -0.5919 0.00
N -2.1736 -1.0823 1.2299 -0.05
N -2.4651 1.0971 -0.6768 -0.09
C -2.9158 3.0902 2.6112 -0.08
C -2.6465 2.1765 -1.6135 -0.07
C -4.9641 -0.3515 -0.0318 -0.76
C -1.6305 -0.3681 -2.5497 -0.13
C -3.9639 -1.2983 -0.6705 -0.22
C -1.7854 -0.0966 -1.0482 -0.43
C -2.4962 -2.1866 2.2066 -0.69
C 6.9447 -2.0181 2.8101 -0.11
C 0.7800 -0.1518 -3.4980 -0.19
C 7.1790 -0.6974 0.8749 -0.25
C 4.8880 0.8104 -1.1742 -0.21
C 6.9686 0.7444 0.3387 -0.15
C -2.5415 -2.9454 4.6287 -0.19
C -1.0069 4.5844 2.3812 -0.36
C -2.4388 0.3066 1.7557 -0.07
C 4.4425 0.9222 -2.6712 -0.19
C 1.9577 0.7409 -3.0594 -0.22
C -2.2285 -1.7455 3.6785 -0.73
C -0.5664 0.5659 -3.2225 -0.17
C -3.3292 2.5395 1.2015 -0.11
C 3.2835 -0.0528 -3.0037 -0.20
C -2.3178 4.4514 2.3891 -0.26
C 6.4150 0.6780 -1.1051 -0.23
C -2.4809 -1.2574 -0.2342 -0.38
C -2.3340 1.4555 0.7202 -0.25
H -3.5490 -2.9000 5.0350 0.08
H -2.1246 2.5097 3.0874 0.11
H -1.3460 1.9374 0.8538 0.16
H -0.4350 -2.8111 -1.0325 0.01
H 1.7897 1.1834 -2.0697 0.11
H 3.1621 -0.7614 -2.1777 0.10
H -0.3936 1.4761 -2.6508 0.09
H -1.2647 -1.3611 -2.8052 0.05
H 4.4227 -0.0458 -0.6703 0.10
H -3.3957 0.3443 2.2745 0.13
H -3.3482 3.4074 0.5477 0.11
H 6.9550 -1.7860 3.8785 0.09
H -3.7957 3.1656 3.2545 0.13
H -4.3839 -2.3004 -0.5354 0.06
H 7.9569 -2.3164 2.5160 0.08
H 6.8685 -1.4439 0.1279 0.12
H 6.2746 1.2807 0.9877 0.11
H 5.3051 0.6507 -3.2843 0.10
H 6.7216 -0.2306 -1.6317 0.11
H -4.3111 2.0727 1.3152 0.10
H -2.5876 -0.1954 -3.0504 0.12
H -1.0071 0.8693 -4.1769 0.12
H 0.8454 -1.1644 -3.0843 0.10
H 2.0472 1.5672 -3.7716 0.12
H -0.0109 -0.8131 -0.4729 0.08
H -2.0542 -3.9621 0.1900 -0.01
H -1.7033 0.5603 2.5155 0.09
H 6.2612 -2.8618 2.6469 0.08
H -3.4952 2.8223 -1.3911 0.07
H -1.7694 2.8529 -1.5913 0.11
H -1.1420 -1.1103 1.2841 0.13
H -2.7799 1.8984 -2.6565 0.09
H -1.8706 -2.8139 5.4809 0.06
H -6.5918 -2.9782 -3.3494 0.05
H 7.9347 1.2502 0.3404 0.11
H -4.0258 -1.1568 -1.7463 0.08
H 4.1721 1.9662 -2.8375 0.11
H 6.8397 1.5121 -1.6787 0.11
H 8.2656 -0.8355 0.9940 0.12
H -2.8943 -0.9463 3.9994 0.10
H -1.7442 -2.9668 2.0889 0.07
H 0.8758 -0.2310 -4.5855 0.12
H -5.1977 -3.0879 -2.7374 -0.05
H 3.4312 -0.6062 -3.9344 0.11
H 4.5392 1.7015 -0.6421 0.11
H -2.2729 -3.9068 4.1906 0.08
```

Computed properties:
HOMO-LUMO gap (eV): 8.1
Charge: +1
LUMO energy (eV): -2.964
F_max (Eh/bohr): 0.05516
M (g mol⁻¹): 753.949
E_tot (Ha): -8037.6047
Highest occupied orbital energy (eV): -11.11